(1)
The following is a quantum chemistry calculation of C18H30N6OPd as an isolated structure, from the Open Molecules 2025 dataset.

Last column: natural (NBO) charge in e.
Geometry (Å):
Pd 0.2910 -0.4434 0.3250  1.36
C 0.9995 -0.7355 -4.0254  -0.71
C 0.7072 -0.3190 -2.6245  0.41
N 0.6897 -1.1463 -1.6369  -0.38
C 1.0758 -2.5564 -1.7204  -0.28
C 0.2971 -3.2791 -0.6681  -0.25
N 0.4006 -2.6060 0.6620  -0.52
C 1.5722 -2.9934 1.4917  -0.26
C 2.7461 -2.1271 1.1475  -0.26
N 2.3076 -0.7169 1.2504  -0.47
C 2.2504 -0.2733 2.6894  -0.26
C 1.3111 0.9045 2.8970  -0.27
N 0.9154 1.3108 1.5683  -0.40
C 0.7771 2.4883 1.0968  0.40
C 0.9500 3.7625 1.8435  -0.71
C 0.5076 2.4796 -0.3535  0.15
C 0.3522 3.6030 -1.1496  -0.14
C 0.2535 3.4379 -2.5252  -0.06
C 0.3526 2.1619 -3.0743  -0.13
C 0.4971 1.0772 -2.2289  0.12
N 0.5436 1.2505 -0.8890  -0.36
H 2.0401 -1.0691 -4.1045  0.30
H 0.8532 0.0747 -4.7330  0.28
H 0.3705 -1.5774 -4.3229  0.29
H 2.1567 -2.6320 -1.5973  0.24
H 0.8449 -2.9919 -2.6948  0.29
H 0.6253 -4.3186 -0.5956  0.28
H -0.7589 -3.2915 -0.9385  0.24
H -0.4412 -2.8703 1.1755  0.44
H 1.8202 -4.0448 1.3287  0.28
H 1.2917 -2.8971 2.5389  0.25
H 3.1418 -2.3097 0.1520  0.24
H 3.5674 -2.3230 1.8449  0.29
H 2.9023 -0.0992 0.7007  0.44
H 3.2694 -0.0223 2.9979  0.28
H 1.9317 -1.1154 3.2965  0.24
H 1.7929 1.7165 3.4427  0.27
H 0.4379 0.6065 3.4795  0.26
H 1.1703 3.6176 2.8958  0.28
H 0.0262 4.3457 1.7616  0.30
H 1.7486 4.3593 1.3927  0.30
H 0.3189 4.5929 -0.7117  0.29
H 0.1308 4.3003 -3.1702  0.30
H 0.3164 2.0313 -4.1480  0.29
C -4.1261 0.4398 1.8154  -0.44
N -3.9227 0.0212 0.4168  -0.27
C -5.1505 -0.1395 -0.3958  -0.42
C -2.7650 -0.1990 -0.0882  0.51
O -1.6599 -0.0941 0.5934  -0.70
H -4.6360 -0.3563 2.3561  0.26
H -4.7780 1.3108 1.8284  0.26
H -3.1796 0.6643 2.2913  0.23
H -5.6417 0.8257 -0.4994  0.25
H -5.8343 -0.8029 0.1293  0.26
H -4.9191 -0.5458 -1.3758  0.23
H -2.7418 -0.4867 -1.1385  0.18

Results
Charge = +4
E_HOMO (alpha / beta) = -21.99 / -21.99 eV
E_LUMO (alpha / beta) = -15.988 / -15.994 eV
Spin multiplicity = 1
Energy above the lowest of the compared OMol25 structures with the same formula, charge and spin = 16.1 kcal/mol
Molecular weight = 452.90 g/mol
Kohn-Sham gap (alpha / beta) = 6.00 / 6.00 eV

***

(2)
The following is a quantum chemistry calculation of C18H31Br12Cl2F3O2P as an isolated structure, from the Open Molecules 2025 dataset.

Last column: natural (NBO) charge in e.
Geometry (Å):
C 2.2299 0.9551 -0.8194  -0.59
C 1.2014 0.8423 -1.9341  -0.44
C 0.2098 -0.2673 -1.7593  -0.51
Cl -0.6621 -0.1372 -0.2175  -0.09
P -0.8884 -0.4726 -3.3232  0.99
Cl -1.9496 -0.5504 -5.3390  -0.56
C -1.9315 1.0265 -3.0167  -0.72
C -3.4083 0.6742 -2.8586  -0.49
C -4.0312 0.9761 -1.5112  0.32
F -3.2999 1.7175 -0.6921  -0.32
Br -5.6632 2.0585 -1.8294  -0.04
C -4.4811 -0.3202 -0.8008  0.61
F -3.5856 -1.2510 -0.9140  -0.28
F -4.6917 -0.0698 0.4752  -0.32
Br -6.1607 -1.0022 -1.5199  -0.02
C -1.3808 -2.3338 -2.8823  0.63
O -0.9965 -2.6732 -1.7530  -0.73
O -1.9471 -2.9318 -3.7537  -0.66
H 1.8612 1.5481 0.0027  0.21
H 3.1021 1.4765 -1.1637  0.20
H 2.4800 -0.0252 -0.4702  0.18
H 0.7213 1.7989 -2.0577  0.20
H 1.7341 0.6449 -2.8449  0.21
H 0.7848 -1.1674 -1.6979  0.23
H 0.2714 -0.2811 -4.0698  -0.02
H -1.5249 1.6449 -2.2439  0.24
H -1.8637 1.5825 -3.9207  0.25
H -3.5885 -0.3574 -3.0773  0.26
H -3.9554 1.2043 -3.5980  0.24
Br -0.2107 3.7108 -4.0862  0.01
C 1.2394 4.9902 -3.9158  -0.46
C 2.3477 4.7094 -4.8932  -0.45
Br 3.4273 3.1906 -4.3386  -0.01
H 1.5744 4.9492 -2.8857  0.23
H 0.7953 5.9622 -4.1149  0.22
H 3.0346 5.5505 -4.9411  0.22
H 1.9770 4.4852 -5.8863  0.23
Br -0.5286 4.2501 4.9828  -0.04
C -1.2056 3.0356 3.6138  -0.43
C -0.3064 1.8489 3.4141  -0.46
Br 1.2875 2.2925 2.4045  0.00
H -1.3293 3.6205 2.7106  0.24
H -2.1803 2.7167 3.9755  0.22
H -0.8139 1.0919 2.8251  0.25
H 0.0343 1.4123 4.3451  0.23
Br 5.2680 0.5837 1.6803  -0.02
C 4.9610 -1.3314 1.8673  -0.44
C 3.5038 -1.6566 2.0263  -0.46
Br 2.8534 -1.2418 3.8063  -0.03
H 5.5548 -1.6602 2.7117  0.23
H 5.3476 -1.7758 0.9540  0.23
H 3.3397 -2.7240 1.9012  0.25
H 2.8721 -1.1118 1.3356  0.24
Br -2.7630 -1.5025 7.7981  -0.02
C -2.7976 -0.0099 6.5495  -0.44
C -3.0978 -0.4560 5.1442  -0.46
Br -1.5614 -1.2947 4.3041  0.01
H -1.8374 0.4865 6.6317  0.23
H -3.5806 0.6500 6.9137  0.23
H -3.3350 0.4020 4.5224  0.22
H -3.9106 -1.1705 5.0946  0.23
Br 1.6584 -5.2785 2.2295  -0.01
C 1.9154 -6.0291 0.4582  -0.46
C 3.3648 -6.3130 0.1738  -0.44
Br 4.3673 -4.6905 -0.2210  -0.03
H 1.4768 -5.3269 -0.2424  0.25
H 1.3432 -6.9526 0.4492  0.23
H 3.4626 -6.9313 -0.7145  0.23
H 3.8657 -6.7911 1.0070  0.23

Results
Charge = -1
E_HOMO = -5.24 eV
E_LUMO = 1.900 eV
Spin multiplicity = 1
Molecular weight = 1397.17 g/mol
Kohn-Sham gap = 7.14 eV

***

no.,E_tot (Ha),maximum force (hartree/bohr)
1,-1233.92170,0.081
2,-33304.53623,0.035